[1]
This record from the Open Molecules 2025 dataset describes a molecular structure, C34H68F3HgN10O14S at a distorted geometry. The level of theory is the ωB97M-V functional and the def2-TZVPD basis.

LUMO level in eV: -2.8653
Max |F| in eV Å⁻¹: 4.040
Spin multiplicity: 1
E_tot in a.u.: -3788.09363
Total charge: +1
HOMO in eV: -9.9
Orbital gap in eV: 7.079

```
131
Properties=species:S:1:pos:R:3:forces:R:3
Hg -5.908793 11.910746 -18.662032 -0.0078 -0.7405 0.0882
C -5.065819 7.503205 -19.611413 -1.3518 0.1561 -0.1875
F -5.200784 6.254796 -20.054863 0.0954 -0.2482 0.0204
F -4.451567 7.462347 -18.441900 0.2323 0.1815 0.5035
F -4.321763 8.188562 -20.478204 0.2016 -0.2955 0.3438
S -6.764832 8.289381 -19.515943 -0.2080 -0.2884 0.9054
O -7.498242 7.709670 -18.400348 0.7852 0.0802 -0.9800
O -6.429464 9.688651 -19.287683 0.2705 0.0695 -0.0323
O -7.278915 8.037059 -20.851342 -0.0152 0.0035 0.1700
C -8.793651 3.326203 -23.978206 0.2836 -0.3433 0.2580
O -9.023476 2.170280 -23.689499 -0.0534 0.0531 -0.0821
N -7.842480 4.077916 -23.377805 0.5053 0.6792 0.3053
C -7.079835 3.595080 -22.223376 -0.0828 0.1600 -0.3645
C -7.688664 5.491645 -23.698868 -0.0862 -1.5592 0.3478
H -9.336166 3.859617 -24.778546 0.0974 -0.0825 0.0180
H -6.455457 4.432433 -21.922176 0.2080 -0.0815 0.0904
H -6.440756 2.758571 -22.506366 -0.1209 -0.1284 0.1550
H -7.709396 3.360655 -21.365327 -0.0892 -0.3091 -0.1539
H -6.906929 5.710428 -24.429959 0.0447 -0.0602 -0.2033
H -8.639622 5.922951 -24.020283 3.1056 -2.5813 0.0993
H -7.471959 6.054797 -22.788953 0.2016 -0.3235 0.0329
C -2.123915 7.048905 -22.852087 -0.3680 -0.0192 0.4683
O -2.859577 8.019469 -22.758163 0.6794 -0.6115 -0.4490
N -2.530849 5.784966 -22.625724 0.1442 0.0175 -0.1942
C -1.584189 4.690565 -22.568462 0.4159 -0.1514 -0.9502
C -3.925139 5.428351 -22.602302 -0.9200 -0.3235 0.4385
H -1.054740 7.149429 -23.100980 0.0092 -0.1038 0.1687
H -0.632050 5.011937 -22.147823 -0.0373 0.0592 -0.0053
H -1.407857 4.319538 -23.585319 0.1523 -0.1362 0.1330
H -1.941992 3.838519 -21.993480 -0.2763 0.2639 0.2099
H -4.241254 4.763299 -23.413058 0.5330 -0.1580 -0.0535
H -4.128256 4.930529 -21.653695 -0.1435 -0.1361 -0.1255
H -4.612485 6.267885 -22.672052 0.4642 0.3878 0.1294
C -8.916889 5.014759 -19.477078 0.6709 -0.9454 -0.0351
O -8.664578 3.838786 -19.253242 -0.1098 0.3979 0.1281
N -10.014381 5.660340 -19.073275 -0.3844 0.1639 -0.2801
C -10.361745 6.957233 -19.621959 -0.5415 -0.0571 -0.0282
C -10.993995 5.037202 -18.200956 0.1454 0.4231 0.3245
H -8.202675 5.650600 -20.014636 -0.1250 0.1525 -0.2520
H -11.357970 6.908227 -20.070680 -0.0823 -0.0941 0.0442
H -9.704372 7.269269 -20.429562 0.3450 -0.1977 0.2206
H -10.395072 7.730047 -18.851332 0.1679 0.0290 0.1057
H -10.609854 4.182641 -17.651061 0.4631 0.0703 -0.2168
H -11.222480 5.825034 -17.477689 -0.5356 -0.2591 0.0998
H -11.885494 4.682991 -18.720091 -0.0702 0.2891 -0.1537
C -5.030230 12.301391 -22.025315 0.6077 -0.1931 -0.8206
O -5.076832 12.000425 -20.838695 -0.2176 0.1514 0.6400
N -4.768800 11.420655 -22.995711 -0.5895 0.0641 -0.1952
C -4.547177 10.009615 -22.710389 0.7698 0.2248 0.8977
C -4.699508 11.837054 -24.391856 0.0545 0.0016 0.0888
H -5.093722 13.344974 -22.364347 -0.1827 -0.0455 -0.0547
H -4.519259 9.858540 -21.631042 -0.1942 0.3735 -0.2749
H -3.548469 9.727819 -23.045622 -0.5078 0.2844 -0.2913
H -5.284420 9.305785 -23.092147 -0.0755 0.3228 -0.3542
H -5.669054 11.752764 -24.885090 -0.0685 0.1756 0.0352
H -4.307502 12.850646 -24.452884 -0.2090 0.0805 -0.1114
H -4.019679 11.190884 -24.944513 0.1242 -0.0609 0.2166
C -2.589787 10.661423 -18.863767 0.1944 0.8046 -0.8277
O -3.755823 11.035578 -18.745176 0.1737 -0.5774 0.4891
N -1.567408 11.517225 -18.982321 0.2433 0.1029 0.0813
C -0.259905 11.077627 -19.418346 0.9136 0.4433 0.4091
C -1.820533 12.940942 -18.997948 -0.6435 0.5852 -0.2300
H -2.300718 9.614637 -18.996213 -0.1120 -0.0609 0.3163
H 0.040520 11.559199 -20.353678 -0.5623 -0.5269 -0.4493
H -0.209089 9.992975 -19.402001 0.0315 -0.0135 -0.3223
H 0.547221 11.447267 -18.774364 -0.4000 -0.1714 0.5349
H -2.066156 13.284035 -20.008601 0.0651 -0.1205 -0.0719
H -2.686006 13.181916 -18.385048 0.0373 -0.1531 0.1323
H -0.989580 13.554092 -18.655292 0.2673 -0.4378 0.1398
C -8.425880 11.229168 -20.701948 -1.1776 -1.1921 -0.6340
O -7.829499 12.048643 -20.020957 0.2059 1.1901 0.1757
N -9.278859 11.484726 -21.706129 0.0168 0.1770 -0.1568
C -9.973329 10.392820 -22.360660 -0.7782 0.5787 -0.5500
C -9.678720 12.812905 -22.122972 0.1625 0.1710 -0.3972
H -8.400756 10.141148 -20.541773 0.5137 0.2685 0.2107
H -11.056061 10.539471 -22.275480 0.0050 -0.2774 0.6551
H -9.637383 9.434565 -21.986301 -0.1280 -0.0412 0.0474
H -9.869788 10.450855 -23.447086 0.6469 -0.1298 0.0561
H -9.003889 13.521250 -21.650095 -0.3828 0.2295 0.1244
H -9.627589 12.950686 -23.208294 0.5077 -0.3339 0.0017
H -10.743944 12.985237 -21.947542 0.1383 0.0942 0.6817
C -4.696653 11.743714 -15.350092 -0.3780 0.1918 0.2103
O -4.941073 12.182818 -16.473426 0.2949 0.4256 -0.4296
N -4.740506 10.481094 -14.965783 0.6572 -0.2271 0.2941
C -4.582039 10.128845 -13.556316 -0.0099 0.1091 -0.3252
C -4.935791 9.394945 -15.914669 -0.9381 0.5618 -0.1648
H -4.458484 12.429008 -14.527752 0.0201 0.1293 -0.0286
H -3.634602 9.616523 -13.396925 -0.0272 -0.1192 0.0474
H -5.412356 9.490529 -13.258186 0.0494 -0.0856 0.0543
H -4.606225 11.028227 -12.945089 0.0281 0.0178 -0.0160
H -4.309338 8.542361 -15.673562 -0.0793 -0.0618 0.1371
H -6.008378 9.178909 -15.888200 0.1811 -0.6427 -0.1322
H -4.721808 9.741960 -16.921177 0.2012 0.0137 0.0170
C -8.361953 12.154965 -16.352121 -0.4626 -0.1007 -0.3245
O -7.539439 11.549754 -17.043510 0.0224 0.1052 -0.0496
N -9.590887 11.700856 -16.125564 -0.1261 0.2842 0.5868
C -10.512498 12.468047 -15.294845 0.3622 -0.3901 0.5801
C -10.065298 10.481659 -16.742271 0.3789 -0.4954 -0.6371
H -8.189554 13.134352 -15.888963 0.3351 -0.0446 -0.0129
H -9.979664 13.240174 -14.739501 0.0463 0.3322 -0.5389
H -10.875745 11.848173 -14.472325 -0.3699 -0.2555 -0.3629
H -11.324383 12.862099 -15.899770 -0.1113 0.1114 0.1632
H -9.206167 9.953790 -17.158385 -0.0282 0.0357 0.0021
H -10.553551 9.796646 -16.051268 -0.0824 0.3072 0.2433
H -10.738181 10.705320 -17.573885 -0.1226 0.0549 0.1297
C -0.184088 6.956021 -17.363722 0.0280 -0.0884 0.0460
O -0.321304 8.166151 -17.449107 0.0590 -0.0523 0.1335
N -0.746510 6.062927 -18.196655 -0.4241 0.3655 -0.2874
C -0.420436 4.647532 -18.169265 0.7201 0.2701 0.8319
C -1.583906 6.559125 -19.262094 -0.1106 -0.4722 -1.0580
H 0.413501 6.461447 -16.581104 0.0666 0.1807 0.0754
H 0.551835 4.450249 -18.627029 -0.2332 -0.0803 -0.5298
H -1.217838 4.054733 -18.603579 0.0083 0.0043 -0.0848
H -0.265160 4.342773 -17.131530 -0.3236 -0.0621 0.0168
H -2.484579 5.948435 -19.351309 -0.0290 0.0493 0.1491
H -1.859403 7.599611 -19.153616 0.0521 -0.0552 0.4765
H -1.090470 6.495806 -20.239559 0.1941 -0.0845 0.1007
C -7.916585 9.057311 -25.535086 0.0887 0.7001 -0.0945
C -7.849453 8.755168 -24.178148 -0.7011 -0.6113 -0.3826
C -8.661268 7.752982 -23.673485 -0.8922 2.0993 1.0446
C -9.576143 7.084690 -24.481795 0.2942 3.3732 -2.0532
C -9.587177 7.392900 -25.843774 -0.7827 -0.5761 0.1239
C -8.780967 8.392891 -26.390392 -0.0995 -0.3710 0.8332
N -10.402260 6.033970 -23.950252 -1.5231 -0.0136 0.8138
O -11.118436 5.428962 -24.704894 -0.3892 -0.1526 -0.6084
O -10.316485 5.808013 -22.758780 -0.1256 0.1648 0.3085
H -7.335824 9.914625 -25.858184 0.0766 -0.1987 -0.3666
H -7.213629 9.342321 -23.532020 -0.0240 -0.1906 0.1616
H -8.649995 7.560355 -22.607130 0.0141 -0.0015 -0.2030
H -10.265733 6.819608 -26.462952 0.0294 0.1055 -0.1033
H -8.874214 8.630962 -27.438183 0.1228 0.0495 -0.0411
```
Positions in Å, forces in eV/Å.



[2]
This record from the Open Molecules 2025 dataset describes C5H6OS in the gas phase at a distorted geometry. The level of theory is the ωB97M-V functional and the def2-TZVPD basis.

LUMO level in eV: 0.8367
Structure (SMILES): O=C[C@@H]1C=CSC1
Max |F| in eV Å⁻¹: 2.192
Spin multiplicity: 1
E_tot in a.u.: -667.51230
Total charge: 0
HOMO in eV: -8.3
Orbital gap in eV: 9.134

```
13
Properties=species:S:1:pos:R:3:forces:R:3
O 1.481707 0.885599 -1.946130 -0.4423 -1.9209 0.9598
C 1.128550 -0.166452 -1.427912 -0.3575 1.6089 -0.3165
C 0.512988 -0.296784 -0.019397 1.1808 1.1324 -0.2457
C -0.834597 -0.891254 -0.021233 -0.7853 -1.2347 -0.4748
C -1.700478 -0.307401 0.791364 -1.4465 -0.1747 0.1220
S -1.115753 1.075423 1.690910 -0.2820 -0.1583 -0.0196
C 0.383698 1.080087 0.696572 0.5885 -0.0763 -0.5878
H 1.143966 -1.126361 -1.978772 0.2550 0.0965 -0.1054
H 1.204510 -0.964376 0.529225 -0.0973 0.1543 -0.0512
H -1.057744 -1.822431 -0.572346 0.0504 0.6954 0.2770
H -2.761302 -0.611170 0.920972 0.9875 0.1595 -0.0243
H 0.381188 1.935097 0.004793 -0.1350 -0.5065 -0.0349
H 1.233265 1.210024 1.331954 0.4836 0.2245 0.5015
```
Positions in Å, forces in eV/Å.



[3]
This record from the Open Molecules 2025 dataset describes C3H2S in the gas phase at a distorted geometry. The level of theory is the ωB97M-V functional and the def2-TZVPD basis.

LUMO level (alpha / beta) in eV: -1.5055 / -1.5061
Structure (SMILES): C=C=C=S
Max |F| in eV Å⁻¹: 3.273
Spin multiplicity: 1
E_tot in a.u.: -513.58988
Total charge: 0
HOMO (alpha / beta) in eV: -8.4 / -8.4
Orbital gap (alpha / beta) in eV: 6.921 / 6.920

```
6
Properties=species:S:1:pos:R:3:forces:R:3
C 1.193050 0.033494 -0.031322 -2.3996 -0.4817 0.3492
C -0.159361 0.147933 0.016108 3.0427 1.1391 -0.3962
C -1.414725 0.068076 0.043704 -2.0119 0.0656 -0.2083
S -3.011242 0.030929 -0.011907 1.3495 -0.0194 0.1467
H 2.047928 0.727155 -0.217201 -1.3181 -0.4187 0.1365
H 1.344351 -1.007585 0.200616 1.3374 -0.2851 -0.0278
```
Positions in Å, forces in eV/Å.



[4]
This record from the Open Molecules 2025 dataset describes 4 unconnected molecules or ions with the total composition C18H16NO16PS at a distorted geometry. The level of theory is the ωB97M-V functional and the def2-TZVPD basis.

LUMO level in eV: -2.1455
Max |F| in eV Å⁻¹: 6.851
Spin multiplicity: 1
E_tot in a.u.: -2693.51672
Total charge: 0
HOMO in eV: -9.4
Orbital gap in eV: 7.263

```
53
Properties=species:S:1:pos:R:3:forces:R:3
N 2.734236 -1.606178 -3.320609 1.8873 -4.1812 -0.5623
O 2.637940 -0.327855 -3.749079 -2.0383 2.0066 0.6495
S 1.178136 0.270124 -3.011289 0.4980 0.1953 3.5016
O 1.043686 -0.405848 -1.619220 0.1271 1.6619 -5.2843
O -0.035797 -0.180472 -4.103856 0.4399 -2.7307 2.0351
P -1.078315 -1.432920 -3.560069 -6.4216 2.3869 0.0531
O -2.516621 -0.796978 -3.261730 5.1320 -2.1102 -0.8912
H 2.958759 -2.185878 -4.179350 -0.3263 0.8815 1.3399
H 3.546979 -1.714215 -2.665348 -0.9707 0.3849 -0.7444
H -1.264965 -2.360531 -4.678187 0.9564 0.8634 0.8139
H -0.660035 -2.194783 -2.420097 0.6422 0.6505 -0.8429
C 7.451776 -2.896317 -2.545105 -0.4521 0.2153 0.1826
C 8.598791 -2.841768 -3.224886 0.8687 -1.8255 0.1966
C 9.018383 -1.602509 -3.936093 0.6620 0.7380 -0.6633
O 10.086879 -1.576505 -4.536637 -0.7770 -0.3346 0.5425
C 8.114488 -0.442529 -3.891155 0.3133 -0.1868 -0.1057
C 6.965899 -0.498425 -3.214204 -0.7918 1.7538 -0.2518
C 6.559805 -1.728377 -2.480420 -0.2318 -0.7281 0.4590
O 5.506820 -1.743363 -1.851807 0.4486 0.2436 -0.4658
O 6.110437 0.587131 -3.170070 0.6328 -1.9026 0.4097
O 9.441064 -3.936365 -3.292374 -0.7020 1.9482 -0.3380
H 7.135588 -3.789877 -2.021755 0.0269 0.0615 -0.0195
H 8.423140 0.445837 -4.427138 -0.0128 -0.0500 0.0388
H 5.351007 0.298513 -2.618285 0.2938 0.2089 -0.2389
H 10.203234 -3.645724 -3.839095 -0.2822 -0.1140 0.2173
C -5.798511 -0.128537 1.804040 0.0028 -0.3006 -0.0168
C -5.765260 1.020717 1.126669 -0.4602 1.1539 1.2675
C -5.392997 1.058662 -0.314724 0.2682 0.2309 -0.9741
O -5.389680 2.127367 -0.915450 -0.1032 -0.5019 0.7192
C -5.033883 -0.210064 -0.967388 -0.1135 0.3909 -0.0608
C -5.063850 -1.358736 -0.288934 0.5330 -1.1558 -1.2063
C -5.462720 -1.399919 1.144711 -0.1538 -0.3653 0.8773
O -5.498482 -2.473379 1.736795 0.1086 0.5680 -0.5982
O -4.724938 -2.554367 -0.895400 -0.5741 1.0467 1.4681
O -6.077045 2.220023 1.740327 0.5399 -1.0631 -1.3850
H -6.069488 -0.170891 2.851464 0.0238 -0.0026 -0.0668
H -4.748026 -0.165893 -2.010495 0.0942 -0.0250 0.0429
H -4.826695 -3.238532 -0.198216 0.0167 0.3276 -0.2814
H -5.981114 2.903268 1.041577 -0.0702 -0.3036 0.2389
C -3.089773 4.195605 5.453431 0.0190 -0.0356 0.3929
C -3.097943 3.598543 4.260044 -0.1733 1.4331 -1.2717
C -2.999147 2.117915 4.135084 0.0408 -0.9917 -0.4679
O -3.028346 1.596550 3.025878 0.0188 0.6331 0.6477
C -2.863443 1.329612 5.369897 -0.0359 0.0341 -0.3806
C -2.851811 1.927144 6.562987 0.1962 -1.4366 1.2158
C -2.978359 3.405065 6.688953 -0.0616 1.0287 0.4400
O -2.982907 3.923867 7.800251 0.0471 -0.6614 -0.6564
O -2.721846 1.192584 7.727344 -0.2112 1.6324 -1.0931
O -3.199718 4.335193 3.094236 0.1671 -1.6361 1.1287
H -3.163120 5.270692 5.558917 -0.0047 -0.0745 -0.0003
H -2.774579 0.256024 5.263840 -0.0120 0.0557 -0.0013
H -2.742479 1.851606 8.455194 -0.0020 -0.2620 -0.3007
H -3.185153 3.675692 2.366826 -0.0230 0.2442 0.2908
```
Positions in Å, forces in eV/Å.



[5]
This record from the Open Molecules 2025 dataset describes a gas-phase ion, C4H3N2S2 (charge -1) at a distorted geometry. The level of theory is the ωB97M-V functional and the def2-TZVPD basis.

LUMO level (alpha / beta) in eV: 3.4539 / 3.3708
Max |F| in eV Å⁻¹: 2.449
Spin multiplicity: 1
E_tot in a.u.: -1059.96697
Total charge: -1
HOMO (alpha / beta) in eV: -2.4 / -2.4
Orbital gap (alpha / beta) in eV: 5.893 / 5.797

```
11
Properties=species:S:1:pos:R:3:forces:R:3
C 0.941433 1.856490 -0.204189 0.0861 1.0525 1.0626
C -0.901010 0.354671 -0.000996 1.7591 1.6403 0.2041
C 1.960981 -0.637538 -0.316528 -1.1990 1.0451 0.1673
C -1.560515 -0.815443 0.147113 -0.3057 -0.7703 0.1735
N -0.193022 1.334479 0.099166 -1.6230 -1.5092 -1.0416
N -2.821736 -0.924166 -0.197713 0.4109 -0.1410 0.4684
S 3.064430 -1.792316 -0.073359 0.9716 -0.6627 0.0664
S 2.429988 1.049647 -0.004805 1.2482 -1.2999 -0.1898
H 1.039060 2.892038 0.009158 -0.0616 1.0302 -0.3907
H -0.720045 -1.493435 0.548109 -1.6587 -0.0561 -0.6709
H -3.239563 -1.824431 -0.005951 0.3722 -0.3290 0.1507
```
Positions in Å, forces in eV/Å.



[6]
This record from the Open Molecules 2025 dataset describes C2H3Cl2N in the gas phase at a distorted geometry. The level of theory is the ωB97M-V functional and the def2-TZVPD basis.

LUMO level in eV: 0.6709
Structure (SMILES): [H]/N=C\C(Cl)Cl
Max |F| in eV Å⁻¹: 2.687
Spin multiplicity: 1
E_tot in a.u.: -1053.10495
Total charge: 0
HOMO in eV: -10.3
Orbital gap in eV: 10.987

```
8
Properties=species:S:1:pos:R:3:forces:R:3
H -1.275881 1.457676 -0.375887 0.0638 -1.2829 -0.6826
N -1.339241 0.548967 -0.912951 0.0295 0.8756 0.6132
C -0.508183 -0.316063 -0.547508 0.3334 -1.6829 -0.1606
C 0.578743 -0.194015 0.631762 -1.1592 -1.2459 -2.0790
Cl 0.631448 1.537912 0.880937 0.5155 0.0069 1.5363
Cl 2.194164 -0.739209 -0.001314 -0.7574 0.0425 0.2958
H -0.561112 -1.324151 -1.097785 0.4153 1.3411 1.0137
H 0.280062 -0.971117 1.422746 0.5591 1.9456 -0.5368
```
Positions in Å, forces in eV/Å.